{
  "formula": "C23H35N3O4S",
  "method": "ωB97M-V/def2-TZVPD",
  "elements": ["O", "C", "N", "C", "C", "C", "C", "C", "C", "C", "C", "C", "C", "S", "O", "O", "N", "C", "C", "C", "C", "C", "C", "C", "C", "N", "C", "C", "O", "C", "C", "H", "H", "H", "H", "H", "H", "H", "H", "H", "H", "H", "H", "H", "H", "H", "H", "H", "H", "H", "H", "H", "H", "H", "H", "H", "H", "H", "H", "H", "H", "H", "H", "H", "H", "H"],
  "positions_angstrom": [[-1.23647, -1.29817, -1.73035], [-1.28164, -0.51053, -0.80608], [-2.27322, -0.51392, 0.11198], [-3.33751, -1.50211, 0.09071], [-4.54016, -1.02660, -0.73922], [-5.23944, -2.18326, -1.45188], [-6.07021, -3.08015, -0.53799], [-5.30833, -3.66020, 0.65349], [-5.00288, -2.61263, 1.72623], [-3.67913, -1.86656, 1.53756], [-0.16801, 0.45997, -0.53328], [1.10618, -0.01375, -0.82535], [2.22286, 0.73174, -0.51402], [3.87256, 0.13683, -0.85691], [3.78599, -1.09066, -1.59792], [4.64384, 1.21002, -1.41387], [4.40988, -0.09142, 0.71945], [3.89383, -1.29171, 1.34334], [4.67839, -2.54354, 0.94876], [6.16444, -2.33731, 1.23248], [6.65422, -1.09052, 0.49945], [5.82755, 0.11855, 0.93318], [2.09149, 1.96472, 0.09366], [0.83201, 2.46825, 0.35266], [-0.31873, 1.74157, 0.02962], [-1.60245, 2.25175, 0.26950], [-2.44571, 2.44127, -0.90686], [-3.89611, 2.62327, -0.45924], [-4.02673, 3.71017, 0.42781], [-3.20668, 3.52650, 1.55419], [-1.73239, 3.39305, 1.15950], [-2.29513, 0.21566, 0.80820], [-2.90704, -2.36754, -0.42466], [-4.16496, -0.34261, -1.50363], [-5.25085, -0.48085, -0.11637], [-5.90173, -1.77295, -2.21792], [-4.48234, -2.78154, -1.96259], [-6.46292, -3.90359, -1.13922], [-6.92797, -2.51617, -0.16192], [-4.38655, -4.13445, 0.31586], [-5.93182, -4.43877, 1.09943], [-4.96894, -3.09650, 2.70487], [-5.82812, -1.89849, 1.75585], [-3.71843, -0.94810, 2.13175], [-2.86143, -2.47273, 1.93366], [1.21764, -0.97817, -1.29736], [3.93659, -1.14269, 2.42871], [2.84738, -1.38285, 1.04444], [4.29535, -3.40247, 1.50259], [4.53084, -2.71891, -0.11732], [6.31999, -2.21169, 2.30801], [6.73139, -3.21196, 0.90904], [7.70979, -0.90877, 0.70829], [6.52920, -1.22621, -0.57662], [5.97665, 0.32311, 1.99934], [6.09907, 1.00253, 0.35574], [2.98022, 2.52833, 0.32684], [0.74518, 3.44966, 0.78998], [-2.36007, 1.58068, -1.56873], [-2.12780, 3.34107, -1.45662], [-4.53514, 2.84581, -1.31468], [-4.24728, 1.70373, 0.03009], [-3.35351, 4.40193, 2.18857], [-3.51961, 2.62402, 2.10331], [-1.13399, 3.22250, 2.05591], [-1.41485, 4.32989, 0.67661]],
  "atomic_forces_ev_per_a": [[0.1, -0.2, -0.3], [-0.2, 0.1, 0.4], [-0.1, -0.1, 0.2], [0.0, 0.0, -0.1], [0.2, -0.3, -0.2], [-0.3, 0.1, 0.2], [0.2, -0.1, -0.2], [-0.3, 0.1, 0.1], [0.2, -0.1, 0.0], [-0.1, -0.1, -0.1], [0.3, 0.2, -0.1], [0.0, -0.1, -0.1], [0.4, -0.3, -0.1], [-0.3, 0.3, 0.5], [-0.3, 0.0, 0.1], [0.1, 0.1, 0.2], [-0.4, 0.4, -0.9], [-0.3, -0.6, 0.0], [0.0, 0.1, 0.2], [0.0, 0.0, -0.3], [0.0, 0.0, 0.3], [0.6, 0.2, -0.3], [0.0, 0.1, 0.0], [0.0, 0.0, 0.0], [0.3, -0.3, -0.1], [-0.1, 0.1, 0.2], [-0.4, 0.1, -0.1], [0.2, -0.2, -0.3], [0.0, 0.2, 0.0], [0.3, 0.1, 0.2], [-0.4, 0.0, 0.2], [0.1, 0.0, -0.1], [-0.1, 0.1, 0.1], [0.0, 0.1, 0.0], [-0.1, 0.1, 0.1], [0.0, 0.0, -0.1], [0.0, 0.0, -0.1], [-0.1, 0.0, 0.0], [-0.1, 0.0, 0.0], [0.1, -0.1, 0.0], [0.1, -0.1, 0.0], [-0.1, 0.1, 0.0], [-0.1, 0.0, 0.1], [0.1, 0.0, 0.0], [0.0, 0.1, 0.0], [-0.1, -0.1, 0.0], [-0.1, 0.0, -0.1], [-0.1, -0.1, 0.2], [0.0, 0.0, 0.0], [0.0, -0.1, 0.1], [0.1, 0.0, 0.1], [0.0, 0.0, 0.1], [0.0, 0.0, -0.1], [0.1, 0.0, -0.1], [-0.1, 0.0, -0.1], [0.2, 0.0, 0.2], [0.1, 0.2, 0.1], [0.0, 0.1, 0.0], [-0.1, 0.1, 0.0], [0.0, -0.1, 0.0], [0.0, -0.1, 0.0], [0.0, 0.0, -0.1], [0.0, -0.1, 0.0], [0.0, 0.1, 0.0], [0.0, 0.1, 0.0], [0.1, 0.0, 0.0]],
  "relative_energy_kj_mol": 171.0,
  "smiles": "O=C(NC1CCCCCC1)c1cc(S(=O)(=O)N2CCCCC2)ccc1N1CCOCC1"
}



{
  "formula": "C8H10N2S2",
  "method": "ωB97M-V/def2-TZVPD",
  "elements": ["C", "C", "C", "C", "C", "C", "C", "C", "N", "N", "S", "S", "H", "H", "H", "H", "H", "H", "H", "H", "H", "H"],
  "positions_angstrom": [[3.03990, 0.23676, -0.07298], [2.41755, -0.48590, -1.10811], [2.46359, 0.15129, 1.21440], [1.07006, -0.84122, -1.01236], [1.19946, -0.27292, 1.28256], [0.44546, -0.65858, 0.19975], [-2.47119, 1.71847, 0.23343], [-1.07893, -0.68389, 0.34856], [-2.75236, 0.73397, -0.78013], [-1.60377, -0.11518, -0.93126], [-1.78954, 0.65977, 1.64337], [-1.67208, -2.40598, 0.75130], [4.11425, 0.49842, -0.16265], [2.99411, -0.46379, -2.09716], [2.89178, 0.69538, 2.04499], [0.50938, -1.16229, -1.85859], [0.67580, -0.16148, 2.19896], [-1.80725, 2.39731, -0.30080], [-3.29123, 2.32092, 0.64580], [-3.58955, 0.24540, -0.50856], [-0.90057, 0.36607, -1.49269], [-0.86486, -2.77254, -0.23783]],
  "atomic_forces_ev_per_a": [[3.3, 0.9, 1.4], [-2.5, -1.0, -4.2], [-0.8, 1.0, 0.8], [3.6, 0.2, -2.2], [2.0, 1.0, 3.8], [-4.3, -0.6, -0.3], [0.9, -0.7, 0.3], [0.3, 2.6, -0.7], [0.1, 0.1, -0.6], [-1.6, -0.6, 0.6], [0.7, -0.5, -1.2], [0.2, 1.3, -0.1], [-0.9, -0.1, -0.1], [-1.2, -0.5, 1.4], [0.2, -0.4, 0.2], [-0.1, -0.5, -0.6], [-0.2, -0.2, 0.9], [0.7, 0.2, 0.9], [-0.2, -0.6, -0.4], [0.1, -0.9, -0.2], [-0.3, 0.0, 0.5], [0.0, -0.7, -0.2]],
  "relative_energy_kj_mol": 267.9,
  "spin_multiplicity": 3
}



{
  "formula": "C2H9N3O",
  "method": "ωB97M-V/def2-TZVPD",
  "elements": ["H", "N", "C", "C", "O", "N", "H", "H", "H", "H", "H", "N", "H", "H", "H"],
  "positions_angstrom": [[-1.16615, 0.43180, 2.30675], [-1.68284, 0.17962, 1.45685], [-0.87803, -0.47256, 0.68813], [-1.32000, -0.98706, -0.64633], [0.39298, -0.68954, 1.11241], [1.33590, -0.95394, 0.02830], [-0.88628, -1.96910, -0.85191], [-1.04076, -0.27845, -1.42979], [-2.40876, -1.10203, -0.65001], [1.57472, -1.93185, 0.20732], [2.14563, -0.41880, 0.34931], [1.01313, 2.20397, -0.89662], [0.09958, 2.31714, -0.45599], [1.12394, 1.19498, -1.02484], [1.69693, 2.47582, -0.19358]],
  "atomic_forces_ev_per_a": [[-0.2, 0.1, -0.1], [1.2, -1.1, -0.7], [-1.7, 1.3, 0.8], [-0.2, -0.3, 0.0], [0.7, -0.2, -0.4], [-0.2, -0.2, 0.8], [0.1, 0.2, -0.1], [0.1, -0.2, 0.0], [0.3, 0.2, 0.1], [0.1, 0.2, -0.2], [-0.2, -0.1, -0.1], [-0.1, -0.4, 0.2], [0.2, 0.1, -0.1], [0.0, 0.3, -0.1], [-0.1, 0.0, -0.1]],
  "relative_energy_kj_mol": 231.7,
  "smiles": "[H]/N=C(/C)ON.N"
}



{
  "formula": "C44H47N7O5PW",
  "method": "ωB97M-V/def2-TZVPD",
  "elements": ["W", "C", "C", "C", "C", "C", "N", "C", "C", "C", "N", "C", "C", "C", "C", "C", "C", "C", "C", "N", "C", "C", "C", "N", "C", "C", "C", "C", "O", "C", "O", "H", "H", "H", "H", "H", "H", "H", "H", "H", "H", "H", "H", "H", "H", "H", "H", "H", "H", "H", "H", "H", "H", "H", "H", "H", "H", "H", "H", "O", "N", "C", "C", "C", "C", "C", "C", "C", "P", "C", "C", "C", "C", "C", "C", "C", "C", "C", "C", "C", "C", "H", "H", "H", "H", "H", "H", "H", "H", "H", "H", "H", "H", "H", "H", "H", "H", "N", "N", "C", "O", "O", "H", "H", "H"],
  "positions_angstrom": [[0.55643, 0.52448, 0.04210], [5.40254, -2.07581, 3.98494], [4.13826, -1.58131, 3.31641], [2.96263, -1.59988, 4.04649], [1.64922, -0.99307, 3.89735], [0.78657, -1.11640, 4.95898], [-0.30236, -0.38982, 5.24709], [-0.42567, 1.04883, 5.01405], [-1.72293, 1.50531, 4.35486], [-1.90362, 3.01967, 4.50570], [-0.71760, 3.71763, 3.96341], [-0.47423, 3.97076, 2.72969], [-1.43779, 3.96628, 1.63203], [-2.52361, 4.81649, 1.48286], [-3.22383, 4.88095, 0.27065], [-4.38594, 5.81834, 0.09783], [-2.77784, 4.09282, -0.78230], [-1.71952, 3.18589, -0.63728], [-1.07340, 2.54198, -1.74817], [-0.09074, 1.70275, -1.68283], [0.67012, 1.49927, -2.93081], [2.08330, 2.03365, -2.79313], [3.05581, 1.31306, -1.84861], [2.51016, 0.26722, -0.91817], [3.46064, -0.26624, -0.21631], [3.36044, -0.98307, 1.02854], [4.34401, -1.11436, 1.95954], [1.37538, -0.26859, 2.63144], [0.16654, -0.11967, 2.10362], [-1.08389, 3.08652, 0.59850], [-0.17067, 2.20301, 0.89832], [5.19205, -2.51475, 4.95741], [6.08682, -1.23950, 4.14122], [5.92240, -2.82184, 3.38421], [3.08285, -2.09227, 5.00642], [1.00205, -1.89830, 5.68224], [-0.82964, -0.72912, 6.03795], [0.44181, 1.35777, 4.43461], [-0.33356, 1.52251, 5.99878], [-2.58785, 1.03642, 4.82825], [-1.71893, 1.22459, 3.29921], [-1.97506, 3.30578, 5.55401], [-2.78907, 3.38140, 3.99101], [0.06522, 3.82709, 4.60194], [0.56463, 4.19801, 2.49909], [-2.79803, 5.49392, 2.28403], [-4.41395, 6.56483, 0.88915], [-5.33147, 5.27472, 0.11844], [-4.32852, 6.34238, -0.85518], [-3.26197, 4.18631, -1.74857], [-1.37282, 2.87498, -2.74176], [0.17816, 2.04426, -3.73805], [0.65983, 0.44437, -3.18596], [2.01895, 3.08213, -2.49640], [2.51977, 2.02805, -3.79251], [3.53311, 2.05257, -1.20650], [3.84266, 0.82876, -2.42907], [4.49118, -0.06881, -0.50876], [5.36295, -0.88673, 1.66642], [-2.10549, 0.32256, 0.38959], [-1.34754, -0.55790, -0.40422], [-2.00490, -1.57677, -0.83397], [-1.74717, -2.74608, -1.69409], [-2.85809, -3.60924, -1.68053], [-2.85924, -4.80387, -2.38145], [-1.73696, -5.15581, -3.10916], [-0.64045, -4.30366, -3.14706], [-0.61879, -3.09195, -2.46627], [0.84943, -2.02310, -2.58977], [1.09883, -1.74837, -4.37298], [0.18764, -2.12895, -5.35617], [0.42194, -1.82315, -6.69069], [1.56042, -1.12594, -7.06165], [2.45882, -0.70874, -6.08810], [2.22047, -1.00496, -4.75663], [2.16641, -3.19058, -2.05885], [3.50284, -2.97436, -2.40822], [4.51191, -3.77634, -1.89665], [4.21654, -4.80254, -1.00724], [2.89790, -5.02860, -0.64571], [1.88331, -4.23283, -1.16828], [-2.82936, -0.17520, 0.80846], [-3.03506, -1.60020, -0.47641], [-3.73970, -3.34536, -1.11102], [-3.72637, -5.44863, -2.35305], [-1.70959, -6.09010, -3.65421], [0.22777, -4.59311, -3.72691], [-0.71763, -2.66024, -5.09965], [-0.28991, -2.13711, -7.44207], [1.74374, -0.89803, -8.10275], [3.34051, -0.14737, -6.36781], [2.91880, -0.64010, -4.01107], [3.77249, -2.20098, -3.11448], [5.53454, -3.60533, -2.20666], [5.00526, -5.43400, -0.62157], [2.64876, -5.84435, 0.02056], [0.85646, -4.47159, -0.91005], [1.12755, -1.64598, 0.55432], [2.10010, -1.39649, 1.54904], [2.12362, 1.07427, 2.44874], [2.53167, 1.68505, 3.40595], [2.08431, 1.46056, 1.21467], [0.30347, -2.02020, 1.02377], [1.52600, -2.33952, -0.09445], [2.30008, -2.18394, 2.18768]],
  "atomic_forces_ev_per_a": [[0.2, 1.0, 1.8], [0.0, 0.0, 0.0], [0.0, -0.1, -0.3], [0.0, 0.2, 0.1], [0.2, -0.2, -0.1], [-0.1, 0.0, 0.0], [-0.1, -0.1, 0.0], [0.1, -0.1, 0.1], [0.0, 0.0, 0.0], [0.0, 0.2, 0.0], [0.1, -0.2, 0.0], [-0.1, 0.1, 0.1], [0.0, -0.2, -0.1], [0.0, 0.1, -0.1], [0.1, -0.1, 0.0], [0.0, 0.0, 0.0], [0.0, 0.0, 0.0], [0.2, -0.1, 0.0], [0.0, 0.0, 0.0], [0.5, -0.2, -0.1], [-0.2, -0.1, -0.1], [0.0, 0.1, 0.0], [0.0, -0.2, -0.2], [-0.1, 0.4, 0.2], [0.0, -0.3, 0.1], [0.1, -0.1, -0.1], [0.0, 0.1, 0.2], [0.1, 0.2, 0.2], [-0.1, -0.1, -0.3], [-0.2, -0.1, 0.3], [0.0, -0.2, -0.5], [0.0, 0.0, 0.0], [0.0, 0.0, 0.0], [0.0, 0.0, 0.0], [0.0, 0.0, 0.0], [0.0, 0.0, 0.0], [0.0, 0.0, 0.0], [0.0, 0.0, 0.0], [0.0, 0.0, 0.0], [0.0, 0.0, 0.0], [0.0, 0.0, 0.0], [-0.1, 0.0, 0.0], [0.0, -0.1, 0.0], [0.0, 0.0, 0.0], [0.0, 0.1, 0.0], [0.0, 0.0, 0.0], [0.0, 0.0, 0.0], [0.0, 0.0, 0.0], [0.0, 0.0, 0.0], [0.0, 0.0, 0.0], [0.0, 0.1, 0.0], [0.0, 0.0, 0.0], [0.0, 0.0, 0.0], [0.0, 0.0, 0.0], [0.0, 0.0, 0.0], [0.0, 0.0, 0.0], [0.0, 0.0, 0.0], [0.0, 0.0, 0.0], [0.0, 0.0, 0.0], [-0.3, -0.2, 0.0], [0.1, -0.1, -0.2], [0.0, 0.0, -0.2], [-0.1, 0.2, 0.3], [0.1, -0.2, -0.1], [0.0, 0.1, 0.1], [0.0, -0.1, 0.0], [0.0, 0.0, -0.1], [-0.1, 0.0, 0.0], [-0.1, 0.0, 0.1], [0.0, 0.0, -0.1], [0.0, 0.0, 0.0], [0.0, 0.0, 0.0], [0.0, 0.0, 0.0], [0.0, 0.0, 0.0], [0.0, 0.1, 0.0], [0.1, -0.1, 0.0], [0.0, 0.0, 0.0], [0.0, 0.0, 0.0], [0.0, 0.0, 0.0], [0.0, 0.0, 0.0], [-0.1, -0.1, 0.1], [0.1, 0.1, 0.0], [0.0, 0.1, 0.0], [0.0, 0.0, 0.0], [0.0, 0.0, 0.0], [0.0, 0.0, 0.0], [0.0, 0.0, 0.0], [0.0, 0.0, 0.0], [0.0, 0.0, 0.0], [0.0, 0.0, 0.0], [0.0, 0.0, 0.0], [0.0, 0.0, 0.0], [0.0, 0.0, 0.0], [0.0, 0.0, 0.0], [0.0, 0.0, 0.0], [0.0, 0.0, 0.0], [0.0, 0.0, 0.0], [0.1, 0.2, -0.2], [0.2, 0.1, 0.2], [0.0, 0.0, 0.0], [0.1, 0.1, -0.1], [-0.2, -0.3, -0.4], [0.0, 0.0, 0.0], [-0.1, 0.1, -0.1], [-0.3, -0.3, -0.3]],
  "relative_energy_kj_mol": 0.0,
  "spin_multiplicity": 3,
  "charge": 3
}